1.
Entry from the OMol25 dataset: a molecular structure, C22H29N4O2PtS2 (ωB97M-V/def2-TZVPD).

```
60
C22H29N4O2PtS2, DFT ωB97M-V/def2-TZVPD
Pt 0.132 -1.013 -0.781
C 5.631 -1.767 -1.456
C 5.226 -0.815 -0.338
N 4.436 0.309 -0.815
C 5.183 1.498 -1.200
C 5.304 2.505 -0.064
C 3.075 0.272 -0.903
S 2.341 -1.226 -0.506
N 2.550 1.450 -1.282
C 1.272 1.732 -1.507
O 0.249 1.019 -1.451
C 1.025 3.172 -1.899
C 2.068 4.085 -2.018
C 1.813 5.400 -2.378
C 0.511 5.816 -2.624
C -0.533 4.909 -2.506
C -0.277 3.595 -2.144
H 6.250 -2.576 -1.064
H 6.202 -1.243 -2.227
H 4.744 -2.203 -1.913
H 6.114 -0.400 0.146
H 4.661 -1.349 0.424
H 4.699 1.957 -2.059
H 6.175 1.163 -1.517
H 4.312 2.850 0.225
H 5.903 3.366 -0.370
H 5.779 2.052 0.809
H 3.075 3.746 -1.822
H 2.632 6.103 -2.467
H 0.312 6.843 -2.905
H -1.552 5.228 -2.693
H -1.078 2.876 -2.045
C -4.840 -1.329 4.529
C -4.921 -2.595 3.687
N -4.155 -2.497 2.449
C -2.948 -3.325 2.345
C -1.846 -2.894 3.299
C -4.730 -1.805 1.438
O -5.859 -1.327 1.529
C -3.956 -1.633 0.166
C -4.583 -1.866 -1.048
C -3.859 -1.707 -2.216
C -2.533 -1.319 -2.134
N -1.940 -1.057 -0.971
C -2.637 -1.213 0.157
H -5.417 -1.446 5.449
H -5.248 -0.487 3.972
H -3.806 -1.107 4.794
H -5.962 -2.805 3.437
H -4.525 -3.447 4.242
H -2.548 -3.312 1.330
H -3.242 -4.359 2.558
H -1.554 -1.861 3.110
H -0.964 -3.506 3.114
H -2.147 -2.989 4.346
H -5.621 -2.171 -1.061
H -4.301 -1.902 -3.183
H -1.909 -1.223 -3.010
H -2.101 -1.005 1.071
S -0.082 -3.171 -0.049
```

## Properties
Energy above the lowest of the compared OMol25 structures with the same formula, charge and spin, kJ/mol: 0.0
Highest occupied orbital energy, eV: -2.577
Net charge: -1
Spin multiplicity: 1
Gap between HOMO and LUMO, Eh: 0.1942

***

2.
Entry from the OMol25 dataset: a molecular structure, C37H40BrCeClN3O5 in a non-equilibrium geometry (ωB97M-V/def2-TZVPD).

```
88
C37H40BrCeClN3O5, DFT ωB97M-V/def2-TZVPD
Ce 20.003 0.967 8.969
C 19.570 5.131 11.138
C 20.055 3.696 10.956
N 20.756 3.189 9.962
N 21.207 4.114 9.021
C 21.468 3.481 7.851
O 21.154 2.294 7.511
C 22.045 4.329 6.769
C 22.563 5.597 6.978
C 23.033 6.423 5.966
C 22.982 6.016 4.637
C 22.448 4.763 4.407
C 21.915 3.968 5.359
C 19.703 2.649 11.966
C 19.351 2.922 13.266
C 18.959 1.903 14.105
C 18.904 0.643 13.583
C 19.337 0.449 12.264
N 19.733 1.395 11.474
H 18.642 5.134 11.694
H 19.548 5.590 10.170
H 20.200 5.751 11.774
H 22.532 6.010 7.957
H 23.485 7.340 6.266
H 23.527 6.513 3.823
H 22.316 4.419 3.403
H 21.580 2.917 5.103
H 19.314 4.010 13.595
H 18.594 2.189 15.120
H 18.523 -0.151 14.189
H 19.236 -0.538 11.839
C 11.812 1.291 8.408
C 12.238 0.459 9.628
C 11.438 -0.838 9.641
C 11.953 1.336 10.878
C 13.741 0.245 9.527
C 14.579 1.371 9.574
C 15.922 1.267 9.274
Br 16.930 2.955 9.151
C 16.613 0.105 9.047
O 17.926 0.174 8.952
C 15.813 -1.098 8.845
C 14.455 -0.998 9.192
C 16.443 -2.531 8.532
C 17.434 -2.916 9.607
C 15.385 -3.630 8.355
C 17.181 -2.296 7.147
H 10.780 1.565 8.549
H 12.062 0.744 7.471
H 12.377 2.221 8.437
H 10.371 -0.567 9.826
H 11.783 -1.628 10.304
H 11.574 -1.366 8.612
H 10.847 1.536 10.796
H 12.495 2.269 10.735
H 12.195 0.824 11.884
H 14.195 2.395 9.761
H 13.778 -1.881 9.292
H 16.956 -2.914 10.641
H 18.307 -2.288 9.711
H 18.005 -3.871 9.382
H 14.813 -3.881 9.317
H 15.787 -4.517 7.895
H 14.629 -3.143 7.764
H 18.034 -1.648 7.249
H 16.469 -1.866 6.528
H 17.584 -3.196 6.755
C 24.748 -4.426 11.725
C 23.321 -4.804 11.862
C 22.971 -5.846 12.704
C 21.710 -6.411 12.599
Cl 21.373 -7.849 13.517
C 20.728 -5.723 11.985
C 20.976 -4.585 11.209
C 22.272 -4.165 11.053
O 22.804 -3.233 10.159
C 22.019 -2.880 9.061
C 21.274 -1.554 9.118
O 20.799 -1.149 7.985
O 21.160 -0.887 10.163
H 24.895 -3.358 12.005
H 25.125 -4.662 10.796
H 25.338 -5.068 12.411
H 23.794 -6.196 13.260
H 19.693 -6.077 12.000
H 20.191 -3.988 10.851
H 21.278 -3.664 8.862
H 22.718 -2.913 8.169
```

## Properties
Highest occupied orbital energy (alpha / beta), eV: -7.789 / -7.792
⟨S²⟩: 0.751
Spin multiplicity: 2
Gap between HOMO and LUMO (alpha / beta), Eh: 0.2623 / 0.2624

***

3.
Entry from the OMol25 dataset: a molecular structure, C26H28BrCrN6O4S2Si (ωB97M-V/def2-TZVPD).

```
69
C26H28BrCrN6O4S2Si, DFT ωB97M-V/def2-TZVPD
Cr -0.171 -1.257 -0.660
C 2.553 -2.323 1.033
O 1.509 -1.357 1.006
C 1.536 -0.347 1.922
C 2.538 -0.177 2.859
C 2.456 0.916 3.716
Br 3.829 1.155 4.995
C 1.422 1.818 3.656
C 0.403 1.642 2.713
C 0.469 0.553 1.857
O -0.512 0.332 0.893
C -0.689 2.627 2.696
N -0.793 3.577 3.587
C -1.924 4.284 3.233
C -2.512 5.396 3.840
C -3.657 5.907 3.268
C -4.221 5.336 2.115
C -3.656 4.237 1.501
C -2.500 3.726 2.083
N -1.687 2.664 1.758
H 3.522 -1.851 0.856
H 2.330 -3.025 0.234
H 2.564 -2.848 1.989
H 3.369 -0.861 2.934
H 1.364 2.665 4.323
H -1.067 -0.434 1.186
H -2.074 5.831 4.728
H -4.137 6.768 3.713
H -5.121 5.769 1.699
H -4.093 3.798 0.613
H -1.775 2.032 0.983
S -1.785 -0.561 -2.032
C -1.453 -1.964 -3.028
S -0.209 -2.918 -2.311
C -2.082 -2.215 -4.216
C -1.723 -3.348 -5.002
N -1.414 -4.260 -5.634
C -3.086 -1.336 -4.714
N -3.890 -0.617 -5.115
C -3.093 -4.152 -0.036
Si -2.400 -2.951 1.207
C -3.642 -1.610 1.620
C -1.827 -3.816 2.761
O -1.089 -2.173 0.575
H -3.955 -4.690 0.365
H -2.340 -4.886 -0.330
H -3.410 -3.630 -0.942
H -4.598 -2.039 1.930
H -3.833 -0.985 0.744
H -3.298 -0.967 2.436
H -2.659 -4.311 3.266
H -1.386 -3.106 3.465
H -1.077 -4.576 2.532
N 1.451 -0.536 -1.647
C 2.420 -0.286 -2.225
N 3.493 -0.088 -2.930
C 4.505 0.910 -2.569
C 4.908 1.660 -3.829
O 5.315 0.757 -4.838
C 4.248 -0.089 -5.232
C 3.805 -0.962 -4.073
H 5.373 0.399 -2.144
H 4.087 1.587 -1.826
H 5.755 2.313 -3.624
H 4.067 2.269 -4.183
H 4.615 -0.706 -6.050
H 3.404 0.512 -5.592
H 4.610 -1.644 -3.785
H 2.918 -1.542 -4.323
```

## Properties
Energy above the lowest of the compared OMol25 structures with the same formula, charge and spin, kJ/mol: 55.6
Highest occupied orbital energy (alpha / beta), eV: -7.948 / -8.064
⟨S²⟩: 0.765
Spin multiplicity: 2
Gap between HOMO and LUMO (alpha / beta), Eh: 0.2626 / 0.2840

***

4.
Entry from the OMol25 dataset: a single C5H11BrSi molecule in a non-equilibrium geometry (ωB97M-V/def2-TZVPD).

```
18
C5H11BrSi, DFT ωB97M-V/def2-TZVPD
C -1.365 0.359 1.281
C -2.291 -0.633 0.627
C -1.057 -0.097 -0.097
C -1.184 0.945 -1.201
C 2.181 -0.162 0.311
Si 0.760 -1.191 -0.422
Br -3.977 -0.025 -0.146
H -1.766 1.361 1.230
H -0.665 0.098 2.119
H -2.279 -1.809 0.928
H -1.852 0.660 -1.923
H -0.215 1.225 -1.536
H -1.584 1.925 -0.781
H 2.284 -0.329 1.382
H 3.134 0.048 -0.214
H 1.596 0.795 0.353
H 0.631 -1.246 -1.845
H 0.724 -2.415 0.453
```

## Properties
Energy above the lowest of the compared OMol25 structures with the same formula, charge and spin, kJ/mol: 291.7
Highest occupied orbital energy, eV: -9.263
Spin multiplicity: 1
SMILES: C[SiH2][C@]1(C)C[C@H]1Br
Gap between HOMO and LUMO, Eh: 0.3708

***

5.
Entry from the OMol25 dataset: a single CHFN2OS molecule in a non-equilibrium geometry (ωB97M-V/def2-TZVPD).

```
7
CHFN2OS, DFT ωB97M-V/def2-TZVPD
C -1.278 -0.849 -0.106
N -2.063 -1.689 -0.061
N 1.418 -0.390 0.190
O 0.110 1.162 -1.350
F -0.413 1.229 1.102
S 0.135 0.287 -0.249
H 2.090 0.250 0.473
```

## Properties
Energy above the lowest of the compared OMol25 structures with the same formula, charge and spin, kJ/mol: 178.6
Highest occupied orbital energy, eV: -11.654
Spin multiplicity: 1
SMILES: N#C[S@@](=N)(=O)F
Gap between HOMO and LUMO, Eh: 0.4046

***

6.
Entry from the OMol25 dataset: a gas-phase ion, C5H4N3O3 (charge -1) in a non-equilibrium geometry (ωB97M-V/def2-TZVPD).

```
15
C5H4N3O3, DFT ωB97M-V/def2-TZVPD
C -1.978 1.929 0.282
C -2.990 0.984 0.256
C -0.611 1.780 0.175
C -2.283 -1.492 -0.081
C 0.371 -0.366 0.497
N 0.091 0.760 0.950
N -2.443 -0.449 0.428
N 1.146 -1.318 1.239
O -4.173 1.077 -0.019
O -2.383 -2.564 -0.574
O 0.200 2.621 -0.243
H -2.303 2.864 -0.122
H 0.135 -0.718 -0.477
H 1.380 -0.845 2.113
H 0.431 -2.068 1.514
```

## Properties
Energy above the lowest of the compared OMol25 structures with the same formula, charge and spin, kJ/mol: 125.7
Highest occupied orbital energy, eV: -4.363
Net charge: -1
Spin multiplicity: 1
SMILES: N/C=N/C([O-])=C\C(=O)N=C=O
Gap between HOMO and LUMO, Eh: 0.2923

***

7.
Entry from the OMol25 dataset: 12 unconnected molecules or ions with the total composition C36H96O12 in a non-equilibrium geometry (ωB97M-V/def2-TZVPD).

```
144
C36H96O12, DFT ωB97M-V/def2-TZVPD
C 6.279 0.952 -1.183
C 5.510 0.427 -2.368
C 6.390 -0.337 -3.390
O 4.510 -0.412 -1.832
H 7.060 0.338 -0.736
H 5.541 1.077 -0.390
H 6.726 1.919 -1.413
H 4.989 1.316 -2.723
H 6.867 -1.250 -3.034
H 7.234 0.237 -3.773
H 5.662 -0.517 -4.181
H 3.676 0.060 -1.898
C -1.859 4.224 2.456
C -3.044 5.126 2.776
C -2.785 6.635 2.842
O -4.083 4.955 1.765
H -1.024 4.356 3.145
H -1.373 4.456 1.509
H -2.208 3.198 2.348
H -3.317 4.944 3.815
H -2.078 6.787 3.658
H -3.715 7.191 2.963
H -2.295 6.853 1.893
H -4.919 5.157 2.193
C 1.183 0.869 0.194
C 0.370 -0.049 1.025
C -1.077 0.144 0.926
O 0.554 -1.344 0.588
H 0.729 1.844 0.371
H 1.299 0.768 -0.885
H 2.209 0.928 0.557
H 0.739 -0.021 2.050
H -1.630 -0.637 1.449
H -1.557 0.281 -0.043
H -1.428 1.055 1.411
H 0.302 -1.825 1.380
C 2.698 3.255 -3.632
C 2.071 2.858 -4.962
C 2.512 3.968 -5.977
O 2.573 1.612 -5.462
H 2.262 2.698 -2.803
H 2.569 4.308 -3.380
H 3.755 3.021 -3.759
H 0.987 2.861 -4.856
H 3.592 3.954 -6.124
H 2.296 5.015 -5.765
H 1.930 3.813 -6.886
H 2.125 1.429 -6.291
C -1.161 0.366 -4.976
C -0.168 -0.785 -4.654
C 0.535 -0.712 -3.346
O -0.975 -1.997 -4.597
H -1.809 0.376 -4.099
H -1.689 0.227 -5.919
H -0.539 1.259 -5.045
H 0.571 -0.876 -5.450
H -0.203 -0.595 -2.552
H 1.093 0.223 -3.295
H 1.084 -1.639 -3.184
H -1.772 -1.846 -4.084
C -5.685 3.790 -2.125
C -4.877 3.045 -1.015
C -4.271 1.641 -1.420
O -3.831 3.875 -0.686
H -6.175 4.727 -1.858
H -6.363 3.067 -2.578
H -5.007 3.856 -2.976
H -5.488 2.870 -0.130
H -3.631 1.177 -0.670
H -3.575 1.753 -2.251
H -5.039 0.988 -1.834
H -3.858 4.078 0.252
C -1.028 0.517 7.238
C -1.166 0.157 5.753
C -1.951 1.199 4.913
O 0.036 -0.026 5.179
H -2.021 0.473 7.687
H -0.656 1.525 7.422
H -0.424 -0.211 7.779
H -1.797 -0.731 5.703
H -2.976 1.346 5.252
H -1.954 1.091 3.829
H -1.452 2.157 5.058
H 0.481 -0.626 5.782
C -4.771 -4.630 3.405
C -3.505 -3.715 3.080
C -3.730 -2.195 3.315
O -2.466 -4.297 3.812
H -4.594 -5.674 3.145
H -5.717 -4.440 2.897
H -4.975 -4.802 4.462
H -3.293 -3.798 2.014
H -4.135 -2.034 4.314
H -4.523 -1.929 2.617
H -2.885 -1.517 3.185
H -2.670 -4.203 4.746
C 1.057 -5.759 -1.323
C 1.829 -4.895 -2.323
C 2.632 -3.936 -1.402
O 2.563 -5.675 -3.137
H 0.273 -6.344 -1.803
H 0.414 -5.214 -0.632
H 1.696 -6.410 -0.727
H 1.110 -4.285 -2.870
H 3.448 -4.418 -0.863
H 1.993 -3.400 -0.700
H 3.069 -3.144 -2.009
H 3.399 -5.983 -2.780
C 6.081 5.129 0.508
C 4.882 4.379 1.127
C 3.876 4.041 0.003
O 5.329 3.191 1.777
H 6.595 5.680 1.296
H 5.776 5.723 -0.353
H 6.658 4.293 0.114
H 4.408 5.070 1.824
H 3.256 4.911 -0.214
H 3.177 3.247 0.268
H 4.345 3.682 -0.913
H 5.850 3.429 2.547
C -3.548 -4.824 -3.032
C -3.684 -3.432 -2.384
C -2.519 -3.129 -1.439
O -3.604 -2.478 -3.375
H -2.478 -4.897 -3.227
H -4.171 -5.084 -3.888
H -3.591 -5.514 -2.189
H -4.587 -3.388 -1.775
H -2.644 -2.185 -0.909
H -1.594 -2.966 -1.992
H -2.224 -3.925 -0.755
H -4.153 -2.842 -4.073
C 1.599 -3.422 4.659
C 1.140 -3.759 3.216
C 0.714 -5.293 3.126
O -0.035 -3.026 2.866
H 1.848 -2.381 4.865
H 2.442 -4.042 4.966
H 0.802 -3.660 5.363
H 1.777 -3.500 2.371
H 1.593 -5.923 3.260
H 0.297 -5.687 2.200
H -0.097 -5.487 3.828
H -0.798 -3.476 3.238
```

## Properties
Energy above the lowest of the compared OMol25 structures with the same formula, charge and spin, kJ/mol: 298.8
Highest occupied orbital energy (alpha / beta), eV: 0.660 / -7.355
⟨S²⟩: 0.750
Net charge: -1
Spin multiplicity: 2
Gap between HOMO and LUMO (alpha / beta), Eh: 0.0534 / 0.3472

***

| no. | E_tot (eV) |
| --- | --- |
| 1 | -58260.9377 |
| 2 | -149222.3026 |
| 3 | -172560.6482 |
| 4 | -83281.1444 |
| 5 | -19630.0884 |
| 6 | -15863.4331 |
| 7 | -63454.1256 |